Entry 1:
The following is a DFT calculation (wB97M-V/def2-TZVPD) of a 6-piece molecular cluster, C12H37NO7 overall in a non-equilibrium geometry.

For the LUMO energy, the calculation gives 0.570 eV. Its charge is 0. The SMILES is COCCNCCOC.CCO.CO.CO.CO.CO. Its HOMO-LUMO gap is 0.3725 Ha.

```
57
C12H37NO7 | the OMol25 dataset | wB97M-V/def2-TZVPD
C -2.8356 -0.5395 2.7658
O -1.3558 -0.5354 2.7962
C -0.7897 0.7739 2.6777
C 0.7323 0.6265 2.4816
N 0.9879 -0.0914 1.2146
C 2.3762 -0.2041 0.9085
C 2.4730 -1.4820 0.0783
O 1.9794 -2.5644 0.8660
C 1.9003 -3.8371 0.1482
H -3.2018 -0.2345 1.7855
H -3.2473 0.0952 3.5505
H -3.2326 -1.5315 2.9814
H -0.9886 1.3320 3.5926
H -1.3560 1.3141 1.9190
H 1.1426 0.0795 3.3304
H 1.1394 1.6375 2.4637
H 0.7034 -1.0485 1.3665
H 2.8940 -0.4869 1.8250
H 2.8472 0.6712 0.4613
H 3.4998 -1.7811 -0.1319
H 1.9438 -1.2905 -0.8552
H 1.4432 -4.5966 0.7824
H 2.9236 -4.1205 -0.0984
H 1.2568 -3.7257 -0.7245
C -1.7116 -3.3860 0.8069
O -3.0038 -3.6207 1.3107
H -1.4155 -4.0027 -0.0417
H -1.5229 -2.3543 0.5099
H -1.0153 -3.6011 1.6175
H -3.6838 -3.5125 0.6417
C -1.6374 4.1024 0.4976
O -2.2781 3.7733 1.7202
H -0.8799 4.8814 0.5828
H -1.1644 3.1937 0.1253
H -2.3565 4.3621 -0.2794
H -2.9924 3.1532 1.5563
C 0.7948 -2.4043 -3.1816
O -0.1815 -3.3371 -2.6997
H 0.5709 -1.4196 -2.7711
H 1.8340 -2.5869 -2.9078
H 0.8360 -2.4442 -4.2700
H 0.1484 -4.2102 -2.9245
C -1.3097 0.3827 -1.2188
O 0.0109 0.7710 -1.3330
H -1.5975 0.4153 -0.1680
H -1.9514 1.0512 -1.7927
H -1.5167 -0.6114 -1.6151
H 0.4274 0.4247 -0.5404
C 1.3813 4.1862 -1.5502
C 1.6863 3.3996 -2.7717
O 0.4982 2.8406 -3.2919
H 2.2205 4.7414 -1.1313
H 1.0744 3.5801 -0.6978
H 0.5838 4.9123 -1.7078
H 2.4208 2.6219 -2.5622
H 2.2059 4.0790 -3.4472
H 0.2893 2.1581 -2.6499
```

Atom charges from the Mulliken analysis, given in e for atoms 1 to 4:
1 C -0.72
2 O -0.41
3 C 0.02
4 C -1.08

---

Entry 2:
The following is a DFT calculation (wB97M-V/def2-TZVPD) of a 8-piece molecular cluster, C12H37O10 overall in a non-equilibrium geometry.

For the LUMO energy, the calculation gives 2.590 eV. Its charge is -1. Its HOMO-LUMO gap is 0.3197 Ha.

```
59
C12H37O10 | the OMol25 dataset | wB97M-V/def2-TZVPD
C -0.6716 0.3799 -0.7274
O -0.1877 0.0622 0.3919
O 0.0555 0.2128 -1.8122
O -1.8316 0.9232 -0.9080
H 0.7314 -0.2357 -1.4903
C -3.0903 4.1611 -0.9341
O -2.1454 3.4252 -0.2625
H -3.2930 3.9646 -2.0040
H -2.7320 5.0923 -1.2797
H -3.8689 4.1669 -0.6258
H -2.2167 2.3743 -0.3451
C 2.4677 -2.2923 -2.3949
O 2.8046 -3.4217 -3.0935
H 1.8975 -1.5623 -3.0653
H 3.4576 -1.8389 -2.0616
H 1.7051 -2.4648 -1.7287
H 2.5921 -4.2779 -2.7639
C -2.9525 0.8141 2.1400
O -2.6897 -0.4345 1.5726
H -2.1471 1.5194 1.9858
H -3.4542 0.8371 3.0981
H -3.5484 1.0436 1.1894
H -1.8219 -0.3435 1.1360
C -1.4619 1.6545 -3.9447
O -0.0945 1.3505 -4.3126
H -1.9608 2.3505 -4.7100
H -1.4157 2.4963 -3.0878
H -2.1277 0.8027 -3.7353
H 0.2967 0.7946 -3.5343
C -2.6063 -2.5065 -1.3534
O -3.2691 -1.2843 -1.7082
H -3.2603 -3.2915 -1.6628
H -2.4311 -2.5367 -0.1862
H -1.4040 -2.4192 -1.7629
H -2.6389 -0.5838 -1.3548
C 0.0379 -3.2868 1.2175
C 1.1603 -2.6468 2.0276
C 2.1921 -3.6151 2.6184
O 1.8200 -1.6185 1.2985
H 0.3592 -3.4606 0.3168
H -0.7507 -2.6001 1.3445
H -0.1991 -4.2350 1.4616
H 0.8595 -2.2187 2.8816
H 2.7838 -4.1013 1.7803
H 1.9004 -4.5656 3.1876
H 2.8173 -3.2462 3.1890
H 1.1555 -0.9269 1.0086
C 2.6133 2.2722 0.6539
C 2.2093 1.8875 2.1373
C 2.8865 2.8539 3.1484
O 0.9014 1.8989 2.1488
H 3.7569 2.2141 0.5857
H 2.2875 3.3556 0.4558
H 2.1480 1.9468 -0.2395
H 2.5404 0.9427 2.1597
H 2.7090 3.8664 2.9680
H 3.9636 2.5545 2.9804
H 2.6082 2.6155 4.3409
H 0.5531 1.1813 1.6646
```

Atom charges from the Mulliken analysis, given in e for atoms 1 to 4:
1 C -0.07
2 O 0.64
3 O -0.25
4 O -0.67

---

Entry 3:
The following is a DFT calculation (wB97M-V/def2-TZVPD) of C12H38Br2HfO18P4 as an isolated structure in a non-equilibrium geometry.

For the LUMO energy, the calculation gives -5.954 eV. Its charge is 0. Its HOMO-LUMO gap is 0.0962 Ha.

```
75
C12H38Br2HfO18P4 | the OMol25 dataset | wB97M-V/def2-TZVPD
Hf 0.2355 -0.4396 -0.2178
Br -2.7539 -3.9194 -0.3674
Br 4.5007 0.3151 -1.8349
O -1.6332 1.3996 -3.0119
H -2.1835 1.9413 -3.6105
O 1.2850 -0.1578 3.4000
H 1.7043 0.3566 4.1170
C 1.9825 -5.5557 4.3917
O 3.0379 -6.0056 3.6118
P 3.9011 -5.0946 2.5299
O 3.0708 -4.2505 1.5570
O 5.0981 -4.3699 3.4156
C 5.9159 -5.0446 4.3268
O 4.8139 -6.2898 1.8553
C 5.8679 -6.0040 0.8908
H 1.8089 -5.9926 5.3751
H 1.0310 -5.7723 3.9060
H 2.0323 -4.4748 4.5236
H 6.1006 -4.4900 5.2468
H 6.8963 -5.1291 3.8582
H 5.6866 -6.0522 4.6737
H 6.8342 -6.4090 1.1913
H 6.0980 -4.9389 0.9153
H 5.7899 -6.2908 -0.1579
C 0.9653 -5.7818 -4.6581
O 0.0373 -5.1318 -5.5117
P 0.2693 -3.5384 -5.7039
O 0.4409 -2.7727 -4.4566
O 1.5755 -3.6152 -6.6634
C 2.0934 -2.4898 -7.2655
O -0.9317 -3.1125 -6.6658
C -1.9313 -2.1997 -6.3333
H 1.0543 -5.3107 -3.6792
H 1.9834 -6.0628 -4.9276
H 0.4530 -6.7354 -4.5304
H 3.1089 -2.4301 -6.8740
H 1.5543 -1.5722 -7.0298
H 2.2437 -2.6690 -8.3301
H -2.4705 -2.3325 -5.3953
H -2.6553 -2.1324 -7.1453
H -1.4199 -1.2442 -6.4492
C 0.6149 6.2503 2.7522
O 0.3974 6.7947 1.4613
P 0.5904 5.9578 0.1114
O 0.6831 4.4715 0.3351
O 1.8726 6.6738 -0.6121
C 2.1249 6.8066 -2.0358
O -0.6588 6.5548 -0.8405
C -0.8518 8.0061 -0.9304
H 1.3943 5.4948 2.8521
H -0.2955 5.9784 3.2863
H 0.9913 6.9730 3.4762
H 2.7790 5.9358 -2.0824
H 2.6311 7.6564 -2.4937
H 1.2777 6.7387 -2.7183
H -0.0520 8.7303 -0.7759
H -1.7155 8.4420 -0.4283
H -1.0276 7.9452 -2.0045
C -5.5516 4.3811 3.8747
O -4.5364 3.5979 3.3766
P -4.9545 2.1768 2.5772
O -3.7960 1.3978 1.9789
O -6.0749 2.5403 1.5000
C -6.5954 1.5759 0.6944
O -5.7263 1.3546 3.7989
C -4.9816 0.5433 4.7895
H -5.9742 5.1731 3.2566
H -5.1224 4.9231 4.7175
H -6.4740 3.9091 4.2132
H -5.9424 1.4140 -0.1632
H -7.6730 1.5990 0.5324
H -6.4533 0.6821 1.3019
H -5.3803 0.8034 5.7701
H -3.9398 0.8309 4.9307
H -5.0713 -0.5120 4.5317
```

Atom charges from the Mulliken analysis, given in e for atoms 1 to 4:
1 Hf 1.58
2 Br -0.40
3 Br -0.37
4 O -0.60